Here is a cluster of 2 separate species, C2HClN2OS in total in a non-equilibrium geometry from OMol25. Energies are from ωB97M-V/def2-TZVPD.

Geometry as XYZ:
```
8
Properties=species:S:1:pos:R:3:forces:R:3
C 1.66966 0.01426 -1.14580 -2.8 -0.5 -2.0
C 0.43030 0.23465 -1.59734 -0.1 -0.8 0.5
N -1.69288 -1.46473 1.54722 0.4 0.8 -0.5
N -1.39973 -0.46347 1.96831 -1.3 -4.2 -1.2
O 2.71263 -0.21288 -0.72811 3.6 -0.5 1.4
S -1.09067 0.76104 2.78071 1.0 3.4 1.7
Cl -0.33253 1.60901 -0.79562 -1.2 1.0 0.0
H -0.29678 -0.47789 -2.02937 0.5 0.7 0.0
```
Positions in Å, forces in eV/Å.

- DFT total energy: -30470.313 eV
- ΔE to the lowest compared entry with this formula, charge and spin: 68.14 kJ/mol
- HOMO-LUMO gap (spin up / spin down): 6.877 / 7.649 eV
- HOMO (spin up / spin down): -0.23895 / -0.36969 Eh
- Multiplicity: 3

Here are the Mulliken charges for atoms 1 to 4, given in e: 0.480 -0.399 -0.210 0.277



Here is a cluster of 6 separate species, C19H44N5O8Si in total from OMol25. Energies are from ωB97M-V/def2-TZVPD.

Geometry as XYZ:
```
77
Properties=species:S:1:pos:R:3:forces:R:3
C 2.06269 -1.55209 3.34213 0.0 -0.2 0.0
C 1.07674 -0.44162 3.66301 0.0 0.0 0.1
O -0.19109 -0.99578 3.93398 -0.1 -0.2 0.1
C -1.29284 -0.24845 3.42260 0.1 0.1 -0.1
Si -2.89081 -0.93081 4.16801 0.1 -0.2 0.1
C -3.09317 -2.78528 3.68774 0.0 0.1 0.3
O -3.07188 -2.89109 2.43381 -0.1 -0.3 0.0
O -3.19543 -3.65130 4.57462 -0.1 0.0 -0.3
H 2.88782 -1.18500 2.72975 0.0 0.0 0.1
H 2.47252 -1.99740 4.25025 0.0 0.0 0.0
H 1.54401 -2.33986 2.79512 0.0 0.0 -0.1
H 1.41708 0.09388 4.55729 0.0 0.2 -0.2
H 1.01384 0.27086 2.83361 0.0 0.0 0.0
H -1.34376 -0.34805 2.32965 0.0 0.0 0.0
H -1.15677 0.82009 3.64808 -0.1 0.0 0.0
H -3.98599 -0.09045 3.60425 0.0 0.0 0.1
H -2.83629 -0.67951 5.64506 0.0 0.1 -0.1
C 2.52550 1.61544 6.64929 0.0 0.0 -0.1
O 3.26879 1.84854 5.71690 0.0 0.0 0.1
N 1.98110 2.56796 7.43766 0.0 0.0 0.0
C 1.08539 2.24272 8.52369 0.0 0.0 0.0
C 2.28821 3.95467 7.14612 0.0 0.0 0.0
H 2.22140 0.59393 6.93154 0.0 0.0 0.0
H 0.09965 2.68773 8.37267 0.0 0.0 0.0
H 1.47993 2.58889 9.48239 0.0 0.0 0.0
H 0.96239 1.16202 8.56948 0.0 0.0 0.0
H 1.97729 4.21741 6.13449 0.0 0.0 0.0
H 3.36028 4.14168 7.22160 0.0 0.0 0.0
H 1.76069 4.58478 7.85968 0.0 0.0 0.0
C -3.38784 -1.68066 -0.34951 0.1 0.0 -0.2
O -3.05861 -0.50468 -0.29194 -0.1 0.0 0.0
N -3.53472 -2.32959 -1.53192 -0.1 -0.1 0.1
C -3.90683 -3.72485 -1.55974 0.0 0.0 0.0
C -3.27751 -1.62905 -2.76945 0.0 0.0 0.0
H -3.56711 -2.32109 0.52766 0.1 0.3 0.1
H -3.13352 -4.32735 -2.04310 0.0 0.0 0.0
H -4.85155 -3.87818 -2.09219 0.0 0.0 0.0
H -4.02828 -4.06743 -0.53278 0.0 0.0 0.0
H -2.26394 -1.22682 -2.78675 0.0 0.0 0.0
H -3.97255 -0.79503 -2.89910 0.0 0.0 0.0
H -3.38417 -2.33242 -3.59288 0.0 0.0 0.0
C -0.00564 3.25108 -1.32908 0.0 -0.1 0.0
O 0.00924 3.25795 -0.11428 0.0 0.0 0.0
N -1.06480 2.94113 -2.09925 0.0 0.0 0.0
C -0.98461 3.00717 -3.54089 0.0 -0.1 0.0
C -2.31671 2.53434 -1.47241 0.0 0.0 0.0
H 0.89042 3.49972 -1.93056 0.0 0.0 0.0
H -1.69825 3.73065 -3.94382 0.0 0.0 0.0
H -1.18932 2.03641 -3.99758 0.0 0.0 0.0
H 0.01596 3.31073 -3.84022 0.0 0.0 0.0
H -2.67855 3.31116 -0.79733 0.0 0.0 0.0
H -2.20923 1.61072 -0.90621 0.0 0.0 0.0
H -3.04807 2.37391 -2.26235 0.0 0.0 0.0
C 1.86500 4.01412 -6.64151 0.0 0.0 0.1
O 1.00832 3.31648 -6.13713 0.0 0.0 -0.1
N 3.11891 4.13299 -6.15632 0.0 0.0 0.0
C 4.11289 4.97266 -6.78255 0.0 0.0 0.0
C 3.46061 3.38726 -4.95597 0.0 0.0 0.0
H 1.68899 4.61941 -7.54726 0.0 0.0 0.0
H 4.97927 4.39062 -7.10473 0.0 0.0 0.0
H 4.45791 5.75498 -6.10290 0.0 0.0 0.0
H 3.67483 5.44875 -7.65874 0.0 0.0 0.0
H 3.33108 2.31650 -5.11275 0.0 0.0 0.0
H 2.82326 3.67875 -4.12091 0.0 0.0 0.0
H 4.49822 3.59299 -4.70233 0.0 0.0 0.0
C -0.53611 -4.91202 -3.48927 0.1 -0.1 0.2
O -0.95204 -3.84513 -3.08711 -0.1 0.0 -0.2
N 0.34414 -5.67286 -2.80429 0.0 0.0 0.0
C 0.81970 -6.94185 -3.29849 0.0 0.0 0.0
C 0.79914 -5.18317 -1.51103 0.0 0.0 0.0
H -0.85048 -5.36157 -4.44781 0.0 0.0 0.0
H 0.55453 -7.75734 -2.62160 0.0 0.0 0.0
H 1.90525 -6.93979 -3.42363 0.0 0.0 0.0
H 0.36347 -7.13958 -4.26794 0.0 0.0 0.0
H -0.03980 -5.03998 -0.83035 0.0 0.0 0.0
H 1.30352 -4.22283 -1.61614 0.0 0.0 0.0
H 1.48827 -5.91110 -1.08800 0.0 0.0 0.0
```
Positions in Å, forces in eV/Å.

- DFT total energy: -52125.482 eV
- ΔE to the lowest compared entry with this formula, charge and spin: 0.00 kJ/mol
- HOMO-LUMO gap: 5.458 eV
- Total charge: -1
- HOMO: -0.13222 Eh

Here are the Mulliken charges for atoms 1 to 4, given in e: -1.168 0.265 -0.299 -0.620



Here is the ion C3H10N2O with charge +1 in a non-equilibrium geometry from OMol25. Energies are from ωB97M-V/def2-TZVPD.

Geometry as XYZ:
```
16
Properties=species:S:1:pos:R:3:forces:R:3
C 0.36495 0.06368 -0.26905 0.8 -0.1 0.4
N -0.97613 -0.29393 0.00861 -0.5 -0.8 -3.4
C -1.44082 -1.75746 -0.13322 1.2 0.3 2.1
O -0.47194 -2.64510 0.28795 0.0 0.8 -0.2
C 0.61746 1.57957 -0.35687 1.5 -0.2 2.2
N 1.78347 1.93491 0.53172 -0.8 -0.3 -0.6
H 1.03349 -0.50025 0.38797 0.1 0.2 0.0
H 0.56830 -0.34985 -1.27430 -0.1 -0.3 -0.1
H -1.54901 0.18704 -0.71031 -0.4 0.6 1.3
H -1.55167 -1.84166 -1.21606 -0.6 -0.2 0.1
H -2.30724 -1.81702 0.53270 -0.5 0.0 -0.8
H -0.28902 -2.44003 1.21732 0.0 -0.6 0.0
H -0.24440 2.05431 0.11489 -0.3 0.4 -1.1
H 0.97377 1.86497 -1.33736 -1.0 0.2 -0.4
H 1.96095 1.18461 1.18179 0.2 0.2 0.4
H 1.52782 2.77620 1.03421 0.3 -0.1 0.2
```
Positions in Å, forces in eV/Å.

- DFT total energy: -8290.685 eV
- ΔE to the lowest compared entry with this formula, charge and spin: 284.09 kJ/mol
- HOMO-LUMO gap (spin up / spin down): 10.200 / 5.063 eV
- Total charge: +1
- HOMO (spin up / spin down): -0.50214 / -0.49858 Eh
- Multiplicity: 2

Here are the Mulliken charges for atoms 1 to 4, given in e: -0.413 -0.134 -0.296 -0.452



Here is a structure of composition C3HI2O3 in a non-equilibrium geometry from OMol25. Energies are from ωB97M-V/def2-TZVPD.

Geometry as XYZ:
```
9
Properties=species:S:1:pos:R:3:forces:R:3
C -0.56351 0.73303 -0.07779 -2.5 -0.3 0.1
C 1.42903 -0.45170 0.06481 0.6 -1.4 1.1
C -0.94720 -0.34315 0.59223 -2.4 -2.8 0.4
O -1.73765 -1.20110 0.91707 2.4 2.7 -0.8
O 0.77996 -0.76156 1.07848 1.5 -1.5 0.4
O 2.30867 0.28008 -0.18372 1.3 1.4 -0.3
I -2.37405 1.90026 -0.59433 -2.4 1.6 -1.0
I 1.05354 -1.70619 -1.86533 -0.4 -0.3 -0.1
H 0.05120 1.55032 0.06858 1.8 0.5 0.3
```
Positions in Å, forces in eV/Å.

- DFT total energy: -25468.641 eV
- ΔE to the lowest compared entry with this formula, charge and spin: 71.65 kJ/mol
- HOMO-LUMO gap (spin up / spin down): 5.123 / 6.454 eV
- Total charge: -1
- HOMO (spin up / spin down): -0.07862 / -0.20333 Eh
- Multiplicity: 3

Here are the Mulliken charges for atoms 1 to 4, given in e: -0.774 0.560 0.785 -0.463



Here is a cluster of 2 separate species, C2H3IN2 in total in a non-equilibrium geometry from OMol25. Energies are from ωB97M-V/def2-TZVPD.

Geometry as XYZ:
```
8
Properties=species:S:1:pos:R:3:forces:R:3
C -1.69598 0.55447 -0.44009 0.8 1.3 -3.2
C 1.34546 -0.47929 0.51552 2.1 1.5 2.5
N -1.31566 -0.21809 0.43886 2.2 -1.0 0.6
N 0.51535 -0.95893 -0.21269 -3.7 0.3 -0.6
I 3.45211 -0.98296 0.06630 -0.6 0.1 0.1
H -2.57351 1.27224 -0.34629 0.8 -1.2 0.2
H -1.11099 0.62348 -1.47247 -1.2 0.0 2.0
H 1.38323 0.18908 1.45086 -0.6 -1.0 -1.5
```
Positions in Å, forces in eV/Å.

- DFT total energy: -13199.067 eV
- ΔE to the lowest compared entry with this formula, charge and spin: 265.22 kJ/mol
- HOMO-LUMO gap: 7.394 eV
- HOMO: -0.32980 Eh

Here are the Mulliken charges for atoms 1 to 4, given in e: -0.150 -0.009 -0.309 -0.420